1.
# C46H56F7IN4O22

A cluster of 7 separate species, C46H56F7IN4O22 in total (ωB97M-V/def2-TZVPD, OMol25).

The geometry in ORCA input format:
```
! wB97M-V def2-TZVPD RIJCOSX def2/J DEFGRID3
* xyz 0 1
C -0.50426 1.85418 -3.97747
C -1.01859 0.41287 -3.78850
C -1.30576 0.02749 -2.31815
I -1.33807 -2.14138 -2.14231
C -0.40445 0.60702 -1.25972
C 1.02811 0.63887 -1.37178
C 1.76728 0.05150 -2.53441
O 1.61536 -1.06822 -2.91519
N 2.74987 0.91959 -3.21398
C 3.90233 0.20677 -3.56665
O 4.21768 -0.15167 -4.64893
F 4.67958 -0.01414 -2.51205
C 1.76087 1.22023 -0.37677
O 3.17217 1.26904 -0.47920
C 3.59626 2.43564 -0.85123
N 3.88370 3.49939 -1.18623
C 1.19318 1.77179 0.78595
N 2.01155 2.34464 1.71519
C 1.40772 2.82341 2.76519
C 2.27985 3.47366 3.80195
C -0.02238 2.74582 2.94189
C -0.70842 3.26126 4.17715
C -0.36668 2.52550 5.47746
C -0.91729 1.09774 5.55492
C -2.42301 1.00394 5.33398
C -0.14164 0.10020 4.65998
N -0.79118 2.22239 2.02615
C -0.19038 1.71608 0.90861
C -0.99098 1.13971 -0.12207
C -2.48664 1.15816 0.09919
C -3.14700 2.34044 -0.67559
C -4.10151 3.18399 0.19500
C -3.76523 4.67880 0.28206
C -3.38908 5.35086 -1.03099
C -3.13976 6.85158 -0.83731
C -3.10819 7.63962 -2.14834
O -1.78577 7.80620 -2.63333
C -1.39948 9.15291 -2.78298
H -0.57935 2.47016 -3.08446
H 0.51015 1.84643 -4.36476
H -1.09254 2.35124 -4.74791
H -0.29819 -0.29299 -4.19168
H -1.93940 0.26360 -4.34684
H -2.33545 0.28123 -2.13238
H 2.34533 1.23883 -4.08759
H 3.14168 3.92179 3.31685
H 1.75116 4.22389 4.38134
H 2.63432 2.69558 4.47947
H -1.77411 3.12434 4.00354
H -0.54895 4.33878 4.25735
H -0.82435 3.09775 6.28917
H 0.69868 2.49466 5.70053
H -0.73852 0.76348 6.57962
H -2.75755 0.03157 5.69973
H -2.69825 1.06253 4.28059
H -2.96694 1.74892 5.91645
H -0.74299 -0.18726 3.79946
H 0.76523 0.58975 4.29728
H 0.17753 -0.76362 5.23254
H -2.70938 1.22232 1.15597
H -2.87675 0.21199 -0.27290
H -3.72688 1.91623 -1.49515
H -2.34207 2.93875 -1.09389
H -4.06073 2.78704 1.21092
H -5.13169 3.04541 -0.13102
H -4.66765 5.18816 0.63420
H -3.00606 4.87215 1.04265
H -2.45578 4.94869 -1.43083
H -4.14329 5.18133 -1.80376
H -2.15588 6.94375 -0.37424
H -3.87758 7.29445 -0.16642
H -3.69570 7.11938 -2.91006
H -3.57314 8.61565 -1.98848
H -0.48972 9.19908 -3.37660
H -2.16320 9.73515 -3.30557
H -1.20159 9.60749 -1.80699
O -2.18541 -6.19825 1.77962
C -1.35594 -5.35772 1.84195
O -0.51568 -5.01197 0.83926
C 0.23821 -3.86989 1.26188
C 0.15480 -3.97945 2.76573
F 0.14501 -2.76476 3.36354
O -1.10761 -4.59587 2.95005
H -0.24436 -2.95996 0.90053
H 1.25442 -3.91405 0.87973
H 0.92866 -4.59521 3.22809
O -0.45820 -2.37689 7.04967
C -0.69267 -3.50362 6.75827
O -1.92325 -4.02814 6.61506
C -1.78685 -5.37536 6.12122
C -0.38634 -5.71664 6.55865
F 0.23937 -6.55017 5.68468
O 0.26173 -4.45350 6.53183
H -1.87406 -5.36590 5.03577
H -2.53912 -6.03630 6.55098
H -0.31044 -6.13841 7.56181
O -2.01776 0.59329 -7.63413
C -1.22011 -0.25914 -7.82867
O -0.97391 -1.29368 -6.99174
C -0.04740 -2.17915 -7.63176
C 0.62147 -1.25632 -8.62644
F 0.97859 -1.90483 -9.76318
O -0.40629 -0.32993 -8.92196
H -0.59339 -2.98075 -8.13130
H 0.64083 -2.60862 -6.90886
H 1.48882 -0.72096 -8.23671
O 0.95779 -6.69527 -8.55560
C 1.05475 -6.28859 -9.66145
O 0.20410 -5.40285 -10.23848
C 0.73537 -5.04392 -11.51736
C 1.62437 -6.22634 -11.83149
F 2.71310 -5.87069 -12.55342
O 2.03407 -6.64337 -10.54219
H 1.31151 -4.12236 -11.42445
H -0.06221 -4.89855 -12.24066
H 1.12090 -7.05320 -12.33519
O 8.69865 7.46225 0.82074
C 8.31447 6.42518 0.39976
O 7.03603 6.15450 0.04737
C 6.99962 4.84973 -0.54441
C 8.24147 4.21383 0.03670
F 8.81756 3.33333 -0.81849
O 9.10098 5.32484 0.21026
H 7.06704 4.93837 -1.62920
H 6.08283 4.32887 -0.28646
H 8.09206 3.72241 0.99980
O -2.94761 -7.61799 7.64843
C -2.47556 -8.55709 8.20077
O -3.06517 -9.76276 8.31585
C -2.12505 -10.66421 8.91330
C -1.19528 -9.71168 9.63317
F 0.07728 -10.16405 9.66896
O -1.25997 -8.55627 8.81069
H -1.60112 -11.21506 8.13157
H -2.62799 -11.36268 9.57551
H -1.50723 -9.44781 10.64480
*
```

Orbital gap   8.3 eV
E_LUMO   -0.948 eV
SMILES   CC[C@@H](I)c1c(C(=O)NC(=O)F)c(OC#N)c2nc(C)c(CCC(C)C)nc2c1CCCCCCCOC.O=C1OC[C@@H](F)O1.O=C1OC[C@@H](F)O1.O=C1OC[C@@H](F)O1.O=C1OC[C@@H](F)O1.O=C1OC[C@@H](F)O1.O=C1OC[C@@H](F)O1

2.
# C3H3NOS2

An isolated molecule of C3H3NOS2 (ωB97M-V/def2-TZVPD, OMol25).

The geometry in ORCA input format:
```
! wB97M-V def2-TZVPD RIJCOSX def2/J DEFGRID3
* xyz 0 1
O -0.78557 2.56506 0.32109
C -1.10507 1.67061 1.11606
N -0.71750 0.37730 1.30027
C 0.26545 -0.27798 0.51012
S 0.57251 -1.82151 0.91527
C 0.76845 0.28187 -0.75306
S 0.23875 -0.42986 -2.18872
H -1.71084 1.89133 2.05644
H -0.92709 -0.14136 2.08772
H 1.39184 1.06335 -0.67833
*
```

Orbital gap   7.9 eV
E_LUMO   -1.427 eV
SMILES   O=CNC(=S)C=S
ΔE to the lowest compared entry with this formula, charge and spin   196.3 kJ/mol